16
Properties=species:S:1:pos:R:3 method="wB97M-V/def2-TZVPD" de_lowest_kcal_mol=131.3 lumo_energy_ev="-0.47 / -0.47" homo_ev="-8.47 / -8.48" orbital_gap_ev="8.00 / 8.01" e_tot_ha=-379.878890
C 0.68145 -0.64678 0.74841
C 1.51501 -1.45637 -0.33677
C -1.17555 0.48528 -1.12227
C 0.72010 0.72278 0.83318
C -0.94511 0.30013 0.35097
O 2.42957 -1.68039 0.57790
N 1.28106 1.81195 0.76988
N -1.77732 0.22700 1.29682
H 0.34625 -1.21659 1.60468
H 0.70744 2.64142 0.64587
H -2.74434 0.32848 0.97950
H 0.89168 -2.30634 -0.67676
H 1.76716 -0.77673 -1.17325
H -2.19263 0.83357 -1.30959
H -1.02890 -0.46818 -1.63440
H -0.47586 1.20078 -1.55420

34
Properties=species:S:1:pos:R:3 method="wB97M-V/def2-TZVPD" lumo_energy_ev=0.45 homo_ev=-8.43 orbital_gap_ev=8.88 smiles="O=C(Nc1nc2ccccc2s1)[C@@H]1COc2ccccc2O1" e_tot_ha=-1350.353754
O 0.30019 2.79858 2.55974
C 0.03940 1.80456 1.92707
N -0.38950 1.90910 0.62881
C -1.02808 0.99067 -0.16465
N -1.86310 0.11151 0.22513
C -2.31145 -0.66081 -0.80627
C -3.20743 -1.71877 -0.69862
C -3.57007 -2.40229 -1.84058
C -3.05694 -2.04679 -3.08543
C -2.16577 -0.99837 -3.21642
C -1.79500 -0.31145 -2.07460
S -0.69717 1.03016 -1.91606
C 0.26328 0.40414 2.51527
C 1.60636 0.44517 3.26640
O 2.65341 0.73518 2.36983
C 2.57651 0.06353 1.17866
C 3.67372 0.08937 0.32642
C 3.63922 -0.59611 -0.87247
C 2.51660 -1.32775 -1.22693
C 1.41326 -1.34589 -0.39601
C 1.43063 -0.63834 0.79852
O 0.29609 -0.63929 1.57751
H -0.29322 2.84342 0.24446
H -3.59429 -1.98414 0.27167
H -4.26283 -3.22718 -1.77042
H -3.35736 -2.59839 -3.96322
H -1.76482 -0.72101 -4.17853
H -0.55973 0.17771 3.20089
H 1.77237 -0.53042 3.74262
H 1.61206 1.23827 4.01456
H 4.54187 0.65119 0.63128
H 4.49587 -0.56719 -1.52767
H 2.49439 -1.87602 -2.15579
H 0.52126 -1.89740 -0.65072

25
Properties=species:S:1:pos:R:3 method="wB97M-V/def2-TZVPD" de_lowest_kcal_mol=29.1 lumo_energy_ev=0.69 homo_ev=-9.06 orbital_gap_ev=9.76 smiles=CCN(C)CC.O.O e_tot_ha=-405.896023
C -2.51667 -0.80241 0.41940
C -1.88690 -0.07356 -0.74145
N -0.55980 0.49219 -0.38820
C 0.14946 0.84293 -1.66213
C -0.77199 1.70049 0.40231
C 0.55069 2.16867 1.04219
H -2.92105 -0.12921 1.16666
H -3.40061 -1.36997 0.13888
H -1.84391 -1.55907 0.82078
H -1.75572 -0.73777 -1.54230
H -2.52599 0.73235 -1.09928
H -0.56040 0.88297 -2.48232
H 0.77905 -0.01391 -1.82551
H 0.72808 1.75157 -1.52797
H -1.37645 1.44117 1.24448
H -1.29463 2.49839 -0.13889
H 1.41781 1.60199 0.72371
H 0.83402 3.19532 0.76215
H 0.50148 2.22099 2.12454
O 1.68661 -2.48475 1.65871
H 0.95316 -3.08864 1.48119
H 1.27692 -1.60889 1.58217
O 2.63190 -1.26550 -0.84689
H 2.78389 -2.04638 -0.30045
H 1.69915 -1.11478 -0.98066

11
Properties=species:S:1:pos:R:3 method="wB97M-V/def2-TZVPD" de_lowest_kcal_mol=51.6 lumo_energy_ev=-0.71 homo_ev=-8.95 orbital_gap_ev=8.24 smiles="N/C(=N/O)C(=S)S" e_tot_ha=-1059.661006
N 1.46341 -0.82731 0.62696
C 0.35137 -0.08859 0.23350
N 0.43524 1.20214 0.38246
O -0.73176 1.88694 -0.10004
C -0.80192 -0.90706 -0.24824
S -1.37733 -2.12855 0.65199
S -1.56258 -0.51876 -1.70352
H 2.15241 -0.32203 1.12071
H 1.36889 -1.81241 0.88461
H -0.38674 2.80152 -0.01324
H -0.91099 0.71411 -1.83519

68
Properties=species:S:1:pos:R:3 method="wB97M-V/def2-TZVPD" lumo_energy_ev=1.89 homo_ev=-4.19 orbital_gap_ev=6.09 charge=-1 e_tot_ha=-1974.526783
C 3.34746 -4.03561 -0.40207
C 2.06254 -3.41637 -0.33548
C 0.59732 -2.67595 -0.00575
C 0.81567 -1.54914 1.12019
C 2.34287 -0.87725 1.17553
C 2.27186 0.69050 1.75521
I 3.66301 -1.93687 2.63043
C -0.29212 -3.89305 0.72954
O -1.49850 -4.21301 0.18908
O 0.15538 -4.62407 1.92835
N -0.05437 -2.39667 -1.28223
I 0.56154 -3.66335 -2.81912
C -0.28557 -1.01028 -1.73694
C 1.05484 -0.03588 -1.85907
C -1.57883 -0.22630 -1.01863
C -2.69402 -1.28174 -0.40218
H 4.27953 -4.65067 -0.77742
H 0.70150 -2.08369 2.18304
H 0.07885 -0.64560 1.14861
H 2.85258 -0.79077 0.12769
H 1.19116 1.14779 1.69416
H 2.73000 0.72939 2.85012
H 2.98502 1.33736 1.07771
H -0.65098 -1.09694 -2.87467
H 2.03496 -0.65055 -2.03465
H 0.87873 0.77438 -2.71718
H 1.12628 0.60667 -0.85544
H -1.21304 0.51929 -0.17905
H -2.11562 0.41178 -1.84176
H -2.76955 -2.26682 -1.03975
H -2.45572 -1.48315 0.73625
H -3.75467 -0.76153 -0.47679
C 2.40428 3.15434 -0.94896
O 1.53217 2.59475 -0.29689
N 2.63381 4.51352 -0.97720
C 3.68941 5.09998 -1.77718
C 1.79367 5.38459 -0.18229
H 3.09913 2.58553 -1.58843
H 4.37695 5.63675 -1.11716
H 3.24527 5.79928 -2.49136
H 4.24315 4.33189 -2.32403
H 1.87949 5.09843 0.87028
H 0.75325 5.26014 -0.49727
H 2.09338 6.42870 -0.30566
C 0.66331 6.72388 2.96554
O 1.00515 6.42413 1.82878
N -0.52637 6.36614 3.56349
C -0.85767 6.76166 4.91700
C -1.47668 5.56942 2.81608
H 1.31170 7.32816 3.62107
H -1.01449 5.86264 5.52002
H -1.77618 7.35522 4.89746
H -0.05530 7.35664 5.36180
H -1.00221 4.62634 2.52863
H -1.76020 6.11171 1.90904
H -2.36711 5.36560 3.41674
C -4.39976 -6.55120 -3.17459
O -4.52965 -5.33384 -3.18476
N -3.45849 -7.24904 -2.44805
C -3.36930 -8.69420 -2.48998
C -2.52812 -6.51557 -1.61564
H -5.05576 -7.20503 -3.77246
H -3.51736 -9.08732 -1.48004
H -2.37671 -8.97714 -2.85202
H -4.12769 -9.11721 -3.15446
H -3.09120 -5.93562 -0.87823
H -1.95608 -5.82593 -2.24360
H -1.84591 -7.19925 -1.10340

77
Properties=species:S:1:pos:R:3 method="wB97M-V/def2-TZVPD" multiplicity=3 de_lowest_kcal_mol=9.8 lumo_energy_ev="-9.71 / -10.61" homo_ev="-16.08 / -16.07" orbital_gap_ev="6.37 / 5.47" charge=+3 e_tot_ha=-5911.622397
W -0.07524 -1.38940 -0.32722
C -1.84810 -1.88851 -3.38422
C -0.81135 -2.97333 -3.56223
S -0.04709 -3.42346 -1.97104
C 1.71581 -3.45358 -2.43684
C 2.24668 -2.12342 -2.93914
S 1.97306 -0.75911 -1.75434
C 1.32979 0.57880 -2.79377
C 0.05019 0.24544 -3.53794
S -1.26332 -0.44151 -2.45735
H -2.70994 -2.25649 -2.82903
H -2.21071 -1.52637 -4.34763
H -0.02601 -2.67897 -4.25337
H -1.27906 -3.87735 -3.95334
H 1.83361 -4.23296 -3.19146
H 2.24385 -3.78794 -1.54426
H 1.82218 -1.84062 -3.89964
H 3.32656 -2.19711 -3.07244
H 2.11643 0.86346 -3.49425
H 1.21037 1.40509 -2.08772
H 0.21048 -0.46209 -4.34961
H -0.36265 1.15628 -3.97442
Br -6.35003 2.55231 0.83857
C -5.05824 1.20412 0.73443
C -4.87311 0.51461 -0.45742
C -3.89841 -0.46770 -0.53978
C -3.12303 -0.76387 0.56789
C -3.32832 -0.09943 1.76988
C -4.29542 0.88814 1.85383
N -2.05793 -1.75764 0.50856
C -2.22697 -2.82887 1.19633
C -1.09556 -3.71657 1.38112
C -1.18181 -4.90931 2.06854
C -0.02545 -5.65962 2.25905
C 1.17051 -5.16446 1.77395
C 1.18744 -3.94880 1.10383
N 0.07418 -3.23639 0.89033
H -5.49873 0.73692 -1.31069
H -3.79766 -1.03106 -1.45578
H -2.72765 -0.34784 2.63743
H -4.46516 1.40959 2.78599
H -3.18025 -3.03551 1.67660
H -2.13805 -5.23704 2.45528
H -0.06065 -6.60026 2.79276
H 2.10067 -5.69504 1.92477
H 2.11763 -3.51376 0.76903
N 2.44805 -1.05928 1.67818
C 1.54335 -1.10638 0.96172
C 4.48461 5.12701 0.98315
C 4.20460 3.68339 0.59215
S 2.47822 3.28398 0.57795
O 1.72263 4.31056 -0.09516
O 2.32067 1.91424 0.10379
C 1.97317 3.31590 2.30365
C 0.45179 3.44592 2.44484
N -0.24810 2.53808 1.50940
C -0.16277 1.19880 1.56654
N -0.46763 0.66224 0.36439
C -0.82403 1.72936 -0.44544
C -0.67760 2.86503 0.24688
N -1.03131 4.18813 -0.23469
O -1.19088 5.05827 0.58747
O -1.19572 4.26389 -1.43002
C 0.12204 0.51188 2.85193
H 5.54687 5.32662 0.85360
H 4.24409 5.32598 2.02717
H 3.92914 5.81628 0.35084
H 4.67478 2.94805 1.24833
H 4.50771 3.46737 -0.43518
H 2.42820 4.19944 2.75342
H 2.38329 2.42216 2.77353
H 0.11716 4.45044 2.21676
H 0.15382 3.20672 3.46320
H -1.20903 1.67253 -1.44299
H -0.42136 1.01789 3.65003
H 1.18422 0.51126 3.09151
H -0.20352 -0.52516 2.81983

41
Properties=species:S:1:pos:R:3 method="wB97M-V/def2-TZVPD" multiplicity=2 lumo_energy_ev="-0.46 / -0.45" homo_ev="-8.20 / -8.21" orbital_gap_ev="7.75 / 7.76" e_tot_ha=-3595.930984
Yb 0.00000 0.00000 0.00000
Cl 6.21010 -3.84750 0.00000
C 4.56130 -3.34880 0.00000
C 4.24850 -2.00090 0.00000
C 2.90360 -1.63150 0.00000
Cl 2.45680 0.02900 0.00000
C 1.82710 -2.52860 0.00000
O 0.63970 -2.06250 0.00000
C 2.20710 -3.89250 0.00000
Cl 1.02200 -5.17020 0.00000
C 3.55070 -4.30080 0.00000
H 5.02090 -1.24160 0.00000
H 3.79260 -5.35820 0.00000
C -1.81070 3.69220 -0.02150
C -2.55410 2.40680 -0.20660
C -3.88860 2.41430 -0.58450
C -4.54610 1.20310 -0.77190
C -3.87210 -0.00310 -0.56760
C -2.54080 -0.01720 -0.14280
N -1.86580 1.26690 0.00000
N -1.90390 -1.29460 0.00000
Si -2.40410 -2.24870 1.39410
C -3.37720 -3.73200 0.73950
C -3.44460 -1.33640 2.64000
C -0.86220 -2.94230 2.22040
H -2.30010 4.30750 0.73990
H -1.77600 4.24740 -0.96410
H -0.78150 3.50660 0.30230
H -4.41340 3.34850 -0.74340
H -5.58410 1.18560 -1.08300
H -4.39330 -0.93950 -0.74190
H -4.29400 -3.40310 0.24160
H -3.65110 -4.40110 1.56040
H -2.77690 -4.29740 0.02000
H -4.40760 -1.03510 2.21720
H -2.93450 -0.43940 3.00350
H -3.65200 -1.97560 3.50420
H -0.25560 -3.50220 1.50220
H -1.13660 -3.61810 3.03600
H -0.24990 -2.13580 2.63430
H 0.61270 1.88580 0.00000

Repeat the sixth record exactly.
77
Properties=species:S:1:pos:R:3 method="wB97M-V/def2-TZVPD" multiplicity=3 de_lowest_kcal_mol=9.8 lumo_energy_ev="-9.71 / -10.61" homo_ev="-16.08 / -16.07" orbital_gap_ev="6.37 / 5.47" charge=+3 e_tot_ha=-5911.622397
W -0.07524 -1.38940 -0.32722
C -1.84810 -1.88851 -3.38422
C -0.81135 -2.97333 -3.56223
S -0.04709 -3.42346 -1.97104
C 1.71581 -3.45358 -2.43684
C 2.24668 -2.12342 -2.93914
S 1.97306 -0.75911 -1.75434
C 1.32979 0.57880 -2.79377
C 0.05019 0.24544 -3.53794
S -1.26332 -0.44151 -2.45735
H -2.70994 -2.25649 -2.82903
H -2.21071 -1.52637 -4.34763
H -0.02601 -2.67897 -4.25337
H -1.27906 -3.87735 -3.95334
H 1.83361 -4.23296 -3.19146
H 2.24385 -3.78794 -1.54426
H 1.82218 -1.84062 -3.89964
H 3.32656 -2.19711 -3.07244
H 2.11643 0.86346 -3.49425
H 1.21037 1.40509 -2.08772
H 0.21048 -0.46209 -4.34961
H -0.36265 1.15628 -3.97442
Br -6.35003 2.55231 0.83857
C -5.05824 1.20412 0.73443
C -4.87311 0.51461 -0.45742
C -3.89841 -0.46770 -0.53978
C -3.12303 -0.76387 0.56789
C -3.32832 -0.09943 1.76988
C -4.29542 0.88814 1.85383
N -2.05793 -1.75764 0.50856
C -2.22697 -2.82887 1.19633
C -1.09556 -3.71657 1.38112
C -1.18181 -4.90931 2.06854
C -0.02545 -5.65962 2.25905
C 1.17051 -5.16446 1.77395
C 1.18744 -3.94880 1.10383
N 0.07418 -3.23639 0.89033
H -5.49873 0.73692 -1.31069
H -3.79766 -1.03106 -1.45578
H -2.72765 -0.34784 2.63743
H -4.46516 1.40959 2.78599
H -3.18025 -3.03551 1.67660
H -2.13805 -5.23704 2.45528
H -0.06065 -6.60026 2.79276
H 2.10067 -5.69504 1.92477
H 2.11763 -3.51376 0.76903
N 2.44805 -1.05928 1.67818
C 1.54335 -1.10638 0.96172
C 4.48461 5.12701 0.98315
C 4.20460 3.68339 0.59215
S 2.47822 3.28398 0.57795
O 1.72263 4.31056 -0.09516
O 2.32067 1.91424 0.10379
C 1.97317 3.31590 2.30365
C 0.45179 3.44592 2.44484
N -0.24810 2.53808 1.50940
C -0.16277 1.19880 1.56654
N -0.46763 0.66224 0.36439
C -0.82403 1.72936 -0.44544
C -0.67760 2.86503 0.24688
N -1.03131 4.18813 -0.23469
O -1.19088 5.05827 0.58747
O -1.19572 4.26389 -1.43002
C 0.12204 0.51188 2.85193
H 5.54687 5.32662 0.85360
H 4.24409 5.32598 2.02717
H 3.92914 5.81628 0.35084
H 4.67478 2.94805 1.24833
H 4.50771 3.46737 -0.43518
H 2.42820 4.19944 2.75342
H 2.38329 2.42216 2.77353
H 0.11716 4.45044 2.21676
H 0.15382 3.20672 3.46320
H -1.20903 1.67253 -1.44299
H -0.42136 1.01789 3.65003
H 1.18422 0.51126 3.09151
H -0.20352 -0.52516 2.81983